A structure of composition C45H49BrKN8O4SbTe at a distorted geometry, computed with ωB97M-V/def2-TZVPD.

Structure (XYZ):
```
110
C45H49BrKN8O4SbTe | OMol25 | ωB97M-V/def2-TZVPD
K 0.33 0.85 -1.49
O -0.53 1.00 2.61
C 0.08 0.42 3.60
C -0.49 0.25 4.88
C 0.20 -0.37 5.91
C 1.49 -0.86 5.72
C 2.07 -0.71 4.47
C 1.39 -0.10 3.43
C 1.96 0.03 2.06
O 1.41 1.20 1.50
N 1.59 -1.13 1.26
N 1.90 -0.92 -0.12
C 3.07 -1.40 -0.51
C 3.63 -1.38 -1.78
Br 2.36 -0.65 -3.13
C 4.72 -2.17 -2.23
C 5.64 -1.83 -3.23
C 6.62 -2.77 -3.68
C 7.55 -2.47 -4.65
C 7.59 -1.21 -5.26
C 6.66 -0.27 -4.83
C 5.72 -0.55 -3.85
H 0.49 1.21 1.87
H -1.50 0.61 5.02
H -0.29 -0.48 6.87
H 2.03 -1.35 6.53
H 3.08 -1.08 4.28
H 3.06 0.15 2.07
H 2.11 -1.93 1.63
H 3.72 -1.86 0.24
H 4.84 -3.14 -1.75
H 6.61 -3.76 -3.24
H 8.26 -3.24 -4.95
H 8.30 -0.98 -6.04
H 6.66 0.72 -5.27
H 5.03 0.23 -3.54
N -1.22 2.41 0.12
C -0.31 3.54 0.02
C -0.95 4.87 0.43
C -0.05 6.09 0.41
C 1.14 6.06 1.37
N 2.26 5.29 0.83
C 2.55 4.01 1.16
N 3.13 3.24 0.24
N 2.37 3.53 2.40
C 0.33 3.62 -1.39
O 1.38 4.31 -1.49
O -0.21 2.98 -2.31
H -2.08 2.57 -0.41
H -1.47 2.24 1.09
H 0.50 3.32 0.71
H -1.34 4.73 1.45
H -1.81 5.05 -0.21
H -0.64 6.98 0.66
H 0.34 6.24 -0.60
H 0.84 5.65 2.34
H 1.49 7.07 1.55
H 2.29 5.39 -0.19
H 2.87 3.48 -0.72
H 3.10 2.24 0.42
H 1.76 4.05 3.01
H 2.18 2.52 2.42
C -2.09 -3.78 4.68
C -0.83 -3.57 4.15
C -0.66 -2.77 3.03
C -1.75 -2.14 2.42
C -3.01 -2.35 2.97
C -3.18 -3.16 4.08
Sb -1.41 -0.99 0.60
C -3.49 -0.36 0.47
C -4.41 -0.73 -0.50
C -5.68 -0.15 -0.54
C -6.04 0.81 0.39
C -5.12 1.19 1.37
C -3.86 0.61 1.40
C -1.57 -2.87 -0.47
C -0.44 -3.34 -1.13
C -0.44 -4.60 -1.71
C -1.56 -5.40 -1.63
C -2.70 -4.94 -0.98
C -2.70 -3.68 -0.40
H -2.22 -4.41 5.55
H 0.04 -4.03 4.61
H 0.33 -2.61 2.62
H -3.89 -1.89 2.52
H -4.18 -3.32 4.49
H -4.15 -1.47 -1.25
H -6.38 -0.44 -1.32
H -7.02 1.26 0.36
H -5.40 1.94 2.11
H -3.16 0.91 2.18
H 0.44 -2.71 -1.22
H 0.45 -4.93 -2.24
H -1.56 -6.39 -2.09
H -3.59 -5.56 -0.92
H -3.59 -3.35 0.13
N -2.96 2.16 -2.73
C -3.09 0.86 -3.19
C -4.22 0.44 -3.90
C -4.28 -0.86 -4.34
C -3.23 -1.73 -4.06
C -2.17 -1.24 -3.33
N -2.10 0.02 -2.88
H -3.53 2.83 -3.22
H -1.99 2.46 -2.61
H -5.02 1.15 -4.10
H -5.15 -1.20 -4.90
H -3.22 -2.75 -4.41
H -1.32 -1.87 -3.11
Te 1.34 -2.55 -4.67
```

charge = -2
HOMO level (spin up / spin down) = 0.327 / 0.330 eV
DFT total energy = -6165.41281 Ha
spin multiplicity = 1
energy above the lowest of the compared OMol25 structures with the same formula, charge and spin = 146.7 kJ/mol
strongest force on any atom = 3.93 eV Å⁻¹